57
Properties=species:S:1:pos:R:3:forces:R:3:nbo_charge:R:1 method="wB97M-V/def2-TZVPD" multiplicity=2 energy_ev=-74539.473 e_lumo_ev="0.3 / 0.1" e_above_lowest_kj_mol=0.0 e_homo_ev="-7.019 / -7.380" total_charge=0
C 0.9768 -3.3359 4.7339 0.044 0.096 0.054 -0.0600
H -0.1319 4.8019 -0.1788 -0.024 -0.018 -0.006 0.2689
H 1.7791 -2.2955 6.4340 0.009 -0.019 -0.002 0.2178
H 2.2175 -4.0146 6.3458 -0.008 0.020 0.005 0.2115
H 1.5351 0.8876 2.7693 0.007 -0.039 -0.062 0.1883
C 0.1991 4.5346 0.8229 -0.032 -0.127 0.039 -0.7240
Rh -0.7826 0.1920 1.2475 0.333 0.107 0.421 0.6392
C 2.9662 1.0768 4.3643 -0.020 -0.039 0.034 -0.6215
H 2.0357 2.3629 -0.8277 0.032 0.032 -0.001 0.2231
O 0.2791 0.8446 -0.3815 0.153 0.011 0.845 -0.6613
H 3.3673 3.9638 -2.1936 0.002 -0.012 0.005 0.2111
H 3.5638 0.2209 4.0497 0.014 0.029 -0.007 0.2171
C -2.5998 -3.9506 -1.9065 0.054 0.042 -0.025 -0.6206
S -1.8230 -0.3231 3.4554 0.335 0.000 -0.964 -0.4232
N -0.7983 -0.0065 -2.2562 0.135 0.288 -0.588 -0.6805
C -2.6957 -0.5185 -4.8392 -0.025 -0.019 0.039 -0.6165
H 1.2730 4.3578 0.7994 0.008 -0.002 0.008 0.2610
H 2.9300 4.1569 -4.6222 0.000 0.001 0.007 0.2136
N -1.0162 2.3634 1.5963 -0.018 0.219 -0.260 -0.4005
H -1.8717 -3.7742 -1.1145 -0.025 -0.026 0.027 0.2289
C 1.5497 0.9305 3.8608 -0.020 0.072 0.046 -0.0665
H -0.1155 1.1578 -4.2861 -0.006 0.014 0.005 0.2305
N -2.3517 -1.6018 -2.6414 0.210 -0.197 -0.373 -0.4002
S -2.3156 -0.8684 -0.1309 -0.400 -0.179 -0.019 -0.1425
C 1.3803 2.6732 -4.6071 -0.061 -0.031 -0.015 -0.2203
H 0.9208 1.7624 4.1846 -0.041 -0.003 -0.014 0.1834
P -0.0415 -1.1814 3.5802 0.446 -0.480 0.240 1.6678
H -3.3250 -4.6848 -1.5538 0.012 -0.008 -0.019 0.2154
H -3.9738 -2.7883 -3.1080 -0.020 0.018 -0.007 0.1956
C -1.7440 -0.8014 -1.7504 -0.176 -0.066 0.730 0.3488
C 0.6432 1.7839 -3.8374 -0.009 0.010 -0.174 -0.1823
H 0.6162 -4.3245 4.4550 -0.013 -0.016 -0.027 0.1893
C -1.9423 -1.5806 -4.0506 -0.078 0.078 0.023 -0.2125
H -0.8736 -1.3969 -4.1024 0.042 -0.059 -0.028 0.2274
C -3.2993 -2.6462 -2.2618 -0.044 0.054 -0.008 -0.2154
C 1.8561 2.4716 -1.8892 0.083 0.043 0.071 -0.2016
C 1.4172 -3.2914 6.1782 -0.014 0.019 0.003 -0.6272
H 3.4163 1.9861 3.9618 -0.006 -0.012 0.019 0.2090
H -2.4276 0.4743 -4.4777 -0.018 -0.005 0.004 0.2182
H -0.0179 5.3500 1.5102 -0.016 -0.004 0.003 0.2606
C -0.4809 3.3192 1.2582 -0.043 0.305 0.046 0.3997
S 0.7675 -1.6697 1.8225 -0.370 0.258 -0.120 -0.5344
H 0.5818 -3.5357 6.8344 0.023 -0.009 0.008 0.2148
H 2.9797 1.1312 5.4533 0.027 0.005 -0.014 0.2132
C 2.5981 3.3580 -2.6561 -0.028 -0.026 0.031 -0.2269
H -2.0800 -4.3670 -2.7717 0.001 -0.004 0.021 0.2003
O -0.1316 -2.4317 4.5496 -0.202 -0.002 0.094 -0.8311
H -3.8957 -2.3020 -1.4223 -0.037 0.058 -0.011 0.2324
H -2.1392 -2.5702 -4.4644 -0.009 -0.029 0.058 0.1951
C 0.8708 1.6827 -2.4721 -0.026 0.018 0.077 -0.0516
H 1.1900 2.7512 -5.6702 0.002 -0.017 0.013 0.2140
H -3.7743 -0.6429 -4.7232 0.014 -0.004 -0.034 0.2063
H -2.4536 -0.5846 -5.9013 0.001 0.010 0.012 0.2101
H 1.7900 -3.0648 4.0588 0.008 -0.013 -0.007 0.1907
C 0.0454 0.7686 -1.6090 -0.271 -0.294 -0.343 0.6581
O 1.0008 -0.2761 4.4004 0.059 -0.024 0.111 -0.8416
C 2.3556 3.4653 -4.0192 0.008 -0.021 0.030 -0.1989